{"formula": "C22H68N6O12", "method": "wB97M-V/def2-TZVPD", "energy_ev": -57417.9374, "de_lowest_kcal_mol": 74.0, "smiles": "NC(N)=O.NC(N)=O.NC(N)=O.CC(C)O.CC(C)O.CC(C)O.CC(C)O.CC(C)O.CO.CO.CO.CO", "lumo_energy_ev": -0.387, "homo_lumo_gap_ev": 8.527, "symbols": ["N", "C", "N", "O", "H", "H", "H", "H", "N", "C", "N", "O", "H", "H", "H", "H", "N", "C", "N", "O", "H", "H", "H", "H", "C", "C", "C", "O", "H", "H", "H", "H", "H", "H", "H", "H", "C", "C", "C", "O", "H", "H", "H", "H", "H", "H", "H", "H", "C", "C", "C", "O", "H", "H", "H", "H", "H", "H", "H", "H", "C", "C", "C", "O", "H", "H", "H", "H", "H", "H", "H", "H", "C", "C", "C", "O", "H", "H", "H", "H", "H", "H", "H", "H", "C", "O", "H", "H", "H", "H", "C", "O", "H", "H", "H", "H", "C", "O", "H", "H", "H", "H", "C", "O", "H", "H", "H", "H"], "coordinates": [[-13.9364, 15.5278, 25.3821], [-14.0024, 16.7919, 25.0953], [-15.1355, 17.2941, 25.4328], [-12.9663, 17.5463, 24.5798], [-13.0280, 15.0490, 25.5108], [-14.6648, 14.9485, 25.8097], [-15.4013, 18.3142, 25.3849], [-15.9527, 16.6771, 25.6382], [-14.2780, 17.8494, 27.8794], [-13.4422, 18.8419, 28.0144], [-13.0166, 19.3059, 26.8746], [-13.1478, 19.3710, 29.3075], [-14.5191, 17.4731, 28.7957], [-14.5917, 17.4098, 26.9514], [-12.3918, 20.1178, 27.0238], [-12.8482, 18.7917, 26.0014], [-8.9621, 12.0307, 28.2909], [-10.0714, 12.4934, 28.7256], [-10.3370, 13.7098, 28.3773], [-11.0111, 11.6658, 29.4332], [-8.7928, 10.9939, 28.4074], [-8.3600, 12.5318, 27.6225], [-11.2649, 14.0585, 28.7190], [-9.7566, 14.2952, 27.7957], [-4.5899, 19.7643, 30.1294], [-4.6968, 18.3138, 29.6005], [-5.6612, 18.1816, 28.4250], [-3.6715, 17.7628, 29.2029], [-4.1491, 20.4113, 29.3960], [-3.9553, 19.6728, 31.0174], [-5.5224, 20.2529, 30.3874], [-5.0585, 17.6295, 30.3855], [-5.8299, 17.1972, 28.1546], [-5.2804, 18.7539, 27.5530], [-6.6371, 18.6429, 28.6187], [-3.6698, 16.8326, 29.4439], [-9.5386, 14.7015, 31.6415], [-8.6937, 15.2728, 30.5103], [-8.1209, 16.5897, 30.9727], [-7.9080, 14.4791, 29.9558], [-10.0486, 13.7943, 31.3564], [-10.3192, 15.3905, 31.9865], [-8.9047, 14.4978, 32.4883], [-9.3230, 15.6295, 29.7440], [-7.3278, 16.4754, 31.6719], [-8.8720, 17.1858, 31.5247], [-7.6937, 17.1092, 30.0855], [-8.4031, 13.8986, 29.3681], [-10.2075, 20.9865, 23.4039], [-11.3442, 20.8898, 24.2936], [-11.4066, 21.8004, 25.5158], [-12.3939, 21.1504, 23.7249], [-10.3888, 20.6103, 22.3771], [-9.3712, 20.4092, 23.8048], [-10.0724, 22.0211, 23.3605], [-11.4133, 19.8451, 24.6434], [-10.6768, 21.4100, 26.2756], [-12.4290, 21.7688, 25.9797], [-11.3344, 22.7933, 25.2339], [-12.6072, 20.4069, 23.1420], [-10.1236, 17.2634, 23.3739], [-8.6524, 17.1018, 23.3442], [-8.1102, 17.6150, 22.0240], [-8.1276, 17.9363, 24.1196], [-10.3366, 18.1945, 22.9235], [-10.5548, 17.3153, 24.3308], [-10.6817, 16.5007, 22.8256], [-8.2449, 16.1296, 23.5195], [-7.0022, 17.7189, 22.0430], [-8.5332, 18.5405, 21.7766], [-8.3816, 16.9014, 21.2630], [-7.2029, 17.7160, 24.1802], [-9.3760, 19.5631, 28.4207], [-9.2230, 18.7473, 27.0948], [-10.0953, 17.4927, 27.1131], [-9.4904, 19.3153, 26.0168], [-8.9724, 18.9051, 29.2125], [-10.4337, 19.8127, 28.6813], [-8.8303, 20.4811, 28.2961], [-8.1691, 18.4891, 27.0504], [-11.1759, 17.7031, 26.9815], [-9.9129, 16.9225, 28.0871], [-9.8060, 16.8098, 26.3289], [-9.2295, 18.7273, 25.3196], [-6.8494, 20.8100, 26.1720], [-8.0737, 21.4353, 25.8506], [-6.0297, 21.4941, 25.8911], [-6.7897, 19.9408, 25.5553], [-6.7047, 20.5116, 27.2113], [-8.7832, 20.7626, 25.9169], [-10.9473, 14.4654, 24.8413], [-11.6627, 14.2972, 26.0007], [-10.7726, 13.4465, 24.4398], [-10.0437, 15.0328, 24.8804], [-11.7001, 14.8716, 24.0837], [-11.1107, 14.1228, 26.7939], [-7.5484, 15.7011, 26.8691], [-8.4977, 14.6553, 26.6224], [-7.8997, 16.2674, 27.7229], [-7.4734, 16.2871, 25.9958], [-6.5854, 15.3391, 27.1897], [-8.2203, 14.2738, 25.7340], [-12.2793, 16.3306, 29.9168], [-12.4103, 15.5662, 28.6551], [-12.1244, 15.7665, 30.8390], [-13.1451, 16.9083, 30.1905], [-11.3774, 16.9567, 29.8315], [-12.4774, 16.2109, 27.9861]], "atomic_forces_ev_per_a": [[1.5, -3.7, 0.3], [6.5, 2.7, -3.3], [-6.3, 3.5, 0.2], [-4.5, -3.4, 2.5], [-0.4, 0.5, -0.1], [0.1, 1.0, -0.3], [0.9, -1.7, -0.4], [1.2, 0.8, -0.3], [-1.8, -3.1, 1.1], [0.9, 2.7, 6.5], [2.8, 3.4, -1.1], [-1.2, -2.5, -6.7], [-0.3, -0.2, -0.7], [0.7, 1.3, 2.6], [-0.6, -0.8, -0.5], [-0.4, -0.2, 0.3], [4.6, -4.1, -1.3], [-7.0, -5.4, 3.9], [-3.3, 2.9, 0.9], [5.1, 4.5, -3.4], [-0.3, 2.0, -0.1], [-0.7, -0.3, 0.6], [1.3, 0.1, -0.4], [0.4, -0.1, 0.2], [0.6, -1.2, 0.3], [-9.6, 3.0, 2.5], [-1.3, 3.5, 0.0], [10.9, -4.2, -2.9], [0.6, 0.2, -0.4], [0.0, 0.6, -0.1], [-0.4, -0.5, 0.2], [-1.1, 1.0, 0.7], [-0.1, -2.1, -0.5], [0.1, -0.5, 0.4], [0.0, -0.1, 0.1], [0.4, 0.2, -0.2], [-0.5, 0.1, 0.1], [-5.9, 5.7, 4.0], [0.6, 0.7, -0.5], [6.5, -5.7, -3.4], [-0.1, -0.5, -0.2], [0.3, 0.0, -0.2], [0.3, -0.2, 0.4], [-2.0, 0.6, -0.9], [1.0, -0.3, 0.7], [0.2, -0.1, -0.8], [-0.4, 0.1, 0.7], [0.4, -0.2, 0.3], [2.1, -1.1, -0.8], [5.5, -3.4, 6.6], [0.5, -2.6, 2.2], [-11.0, 1.8, -6.9], [-0.3, 0.1, 0.5], [0.3, 0.7, -0.2], [1.3, 1.7, -0.6], [0.5, -0.2, 0.6], [-0.5, 1.2, -0.5], [0.8, -0.4, -0.6], [0.9, 2.1, -0.4], [-0.4, 0.6, -0.2], [-0.7, -1.2, -0.9], [-2.1, -3.0, -6.4], [0.8, -2.6, -1.5], [3.4, 5.6, 8.2], [-0.4, 1.2, -0.6], [-0.4, -0.2, 1.4], [0.2, 0.1, 0.0], [-0.3, -1.5, 0.1], [-0.6, -0.2, 0.0], [-0.6, 1.4, -0.2], [0.1, -0.2, -0.9], [0.7, 0.7, 0.4], [-1.0, -0.8, -0.8], [0.8, -4.2, 7.6], [0.1, -1.4, 2.4], [-2.7, 5.4, -6.6], [-0.1, 0.6, -0.2], [0.6, -0.3, -0.3], [0.4, 0.4, 0.3], [0.7, -0.7, 0.7], [0.8, 0.2, 0.2], [-0.6, 0.6, -1.1], [0.1, -0.2, -0.4], [0.4, -0.2, -1.2], [0.0, 0.9, -0.5], [0.2, 0.7, 0.6], [-0.3, -0.3, 0.1], [0.6, -1.0, -0.4], [-0.3, 0.2, 0.2], [0.5, 0.3, -0.1], [-1.6, -1.6, -2.9], [-0.1, 0.3, 1.9], [0.6, 0.4, -0.1], [0.3, 0.6, 0.2], [1.3, 0.0, 0.8], [-0.6, -0.1, -0.7], [-0.2, -0.5, 1.3], [1.4, -0.9, -2.0], [-0.2, 0.2, -0.2], [0.2, 1.0, -0.8], [0.4, -0.5, -0.2], [-0.8, 0.5, 1.7], [0.9, -0.1, -0.3], [-0.1, -0.9, 3.2], [0.1, -1.1, -0.8], [-0.3, 0.6, -0.6], [-0.6, 0.2, 0.0], [-0.2, 1.2, -1.3]], "mulliken_charge": [-0.135, 0.041, -0.373, -0.508, 0.208, 0.281, 0.370, 0.241, -0.242, 0.255, 0.146, -0.756, 0.252, 0.389, 0.054, -0.133, -0.181, 0.322, 0.120, -0.769, 0.293, 0.173, 0.128, 0.024, -1.493, 0.409, -0.085, -0.562, 0.371, 0.368, 0.332, 0.238, -0.146, 0.488, -0.329, 0.408, -1.885, 2.820, -1.140, -0.739, 0.299, 0.347, 0.466, -1.058, 0.561, 0.395, -0.244, 0.103, -1.347, 2.530, -2.114, -0.592, 0.276, 0.138, 0.441, -0.998, 0.297, 0.537, 0.552, 0.476, -1.492, 0.929, -1.513, -0.884, 0.405, -0.004, 0.494, 0.194, 0.411, 0.265, 0.471, 0.334, -1.415, 1.920, 1.087, 1.498, 0.039, 0.204, 0.528, -0.010, -0.441, -0.629, -0.134, -1.297, -0.431, -0.653, 0.443, -0.001, 0.123, 0.055, -0.133, -0.754, 0.332, -0.380, 0.297, 0.321, -0.501, -0.581, -0.233, 0.208, 0.654, 0.359, -0.364, -0.729, 0.266, 0.302, 0.100, 0.021]}


{"formula": "C22H71Cd2N5O13", "method": "wB97M-V/def2-TZVPD", "energy_ev": -67145.6695, "de_lowest_kcal_mol": 0.0, "lumo_energy_ev": -6.936, "homo_lumo_gap_ev": 5.594, "total_charge": 2, "symbols": ["Cd", "Cd", "O", "C", "C", "O", "H", "H", "H", "H", "C", "C", "C", "O", "C", "N", "H", "H", "H", "H", "H", "H", "H", "H", "H", "H", "H", "C", "C", "C", "O", "C", "N", "H", "H", "H", "H", "H", "H", "H", "H", "H", "H", "H", "C", "C", "C", "O", "C", "N", "H", "H", "H", "H", "H", "H", "H", "H", "H", "H", "H", "C", "C", "C", "O", "C", "N", "H", "H", "H", "H", "H", "H", "H", "H", "H", "H", "H", "C", "C", "C", "O", "C", "N", "H", "H", "H", "H", "H", "H", "H", "H", "H", "H", "H", "O", "H", "H", "O", "H", "H", "O", "H", "H", "O", "H", "H", "O", "H", "H", "O", "H", "H"], "coordinates": [[-3.1127, 15.6926, -0.6351], [-6.5613, 16.3655, -2.6531], [-4.9505, 15.2470, -1.7262], [-5.6247, 14.0225, -1.3152], [-6.9843, 13.6375, -1.9398], [-7.8378, 14.7345, -2.2230], [-5.7071, 14.0917, -0.2225], [-4.8726, 13.2323, -1.4439], [-7.4995, 12.9526, -1.2608], [-6.8703, 13.0241, -2.8361], [-4.5468, 7.1407, -2.9554], [-4.4591, 8.6750, -3.0706], [-5.6583, 9.3162, -2.4010], [-5.7871, 8.8606, -1.0710], [-6.8975, 9.4644, -0.4437], [-3.2438, 9.1424, -2.3832], [-4.4968, 6.8262, -1.9138], [-3.7991, 6.6379, -3.5693], [-5.5007, 6.7209, -3.2973], [-4.5356, 8.9788, -4.1143], [-6.5519, 9.1484, -3.0148], [-5.5290, 10.4083, -2.3579], [-7.8353, 9.2675, -0.9766], [-6.7691, 10.5545, -0.4369], [-7.0287, 8.9639, 0.5125], [-2.4435, 8.7971, -2.9019], [-3.2369, 8.7209, -1.4630], [-7.2773, 11.7156, -6.0944], [-5.9297, 11.4276, -5.4376], [-5.0069, 10.5372, -6.2403], [-5.6722, 9.2697, -6.2856], [-4.9002, 8.2536, -6.8906], [-5.2574, 12.6946, -5.0307], [-7.1045, 12.2149, -7.0513], [-7.9296, 12.2789, -5.4269], [-7.8234, 10.7963, -6.3166], [-6.1477, 10.8679, -4.5265], [-4.0273, 10.3359, -5.7901], [-4.8156, 10.8557, -7.2737], [-4.1048, 7.9082, -6.2188], [-4.4621, 8.5854, -7.8372], [-5.5870, 7.4315, -7.0850], [-5.2949, 13.3712, -5.7827], [-5.8852, 13.0285, -4.3097], [-0.5273, 14.6865, -5.3297], [-1.9621, 15.2118, -5.3842], [-2.6661, 14.7833, -6.6669], [-3.9170, 15.4314, -6.7622], [-4.5804, 15.1863, -7.9950], [-2.6640, 14.6683, -4.1872], [0.0673, 15.0888, -6.1490], [-0.5543, 13.5954, -5.3723], [0.0055, 14.9517, -4.4144], [-1.9694, 16.3020, -5.2908], [-2.8346, 13.6997, -6.6345], [-2.0643, 15.0561, -7.5423], [-3.8993, 15.5302, -8.7778], [-5.4750, 15.8051, -8.0415], [-4.9080, 14.1578, -8.1670], [-2.2364, 13.7956, -3.8985], [-3.6322, 14.4316, -4.3997], [-10.0522, 10.6298, 0.8172], [-10.6017, 9.2341, 0.6331], [-12.1364, 9.2250, 0.7413], [-12.6003, 7.9542, 0.3831], [-13.9955, 7.8019, 0.4230], [-10.2024, 8.6974, -0.6940], [-8.9819, 10.7468, 0.6528], [-10.2623, 10.9925, 1.8237], [-10.5782, 11.2211, 0.0631], [-10.2033, 8.5066, 1.3448], [-12.5505, 10.0129, 0.0945], [-12.4218, 9.3973, 1.7904], [-14.4110, 8.1429, 1.3747], [-14.2352, 6.7473, 0.2940], [-14.5013, 8.3021, -0.4107], [-10.6267, 9.3125, -1.3985], [-10.7769, 7.8715, -0.8680], [-2.6584, 11.1075, 1.7676], [-4.1429, 11.4269, 1.7540], [-4.9416, 10.2467, 2.2902], [-4.5495, 9.9560, 3.6146], [-5.4178, 9.0361, 4.2586], [-4.3939, 12.6403, 2.5394], [-2.3550, 10.1913, 1.2678], [-2.3462, 11.0266, 2.8126], [-2.0753, 11.9302, 1.3408], [-4.4458, 11.5068, 0.7046], [-4.7337, 9.3939, 1.6347], [-6.0219, 10.4312, 2.3174], [-6.4114, 9.4913, 4.3171], [-5.0239, 8.8673, 5.2568], [-5.4541, 8.0777, 3.7355], [-4.0775, 12.5101, 3.4960], [-5.3962, 12.8026, 2.5834], [-8.2224, 17.3460, -3.5937], [-8.6260, 18.2255, -3.5292], [-8.8885, 16.7825, -4.0359], [-2.2344, 16.5877, -2.2573], [-1.6572, 17.2898, -2.5895], [-2.4694, 16.0132, -3.0705], [-9.6537, 14.1570, -4.2954], [-10.4745, 13.8236, -3.9207], [-9.0491, 14.3008, -3.5358], [-3.6445, 14.9970, 1.3739], [-3.7531, 14.0606, 1.7707], [-4.3442, 15.5252, 1.7838], [-10.4330, 14.8345, -1.0268], [-9.5377, 14.9006, -1.4152], [-10.9531, 14.3314, -1.6579], [-2.1485, 13.8669, -0.8650], [-1.3733, 13.5170, -0.3962], [-2.3916, 13.1748, -1.5006]], "atomic_forces_ev_per_a": [[-1.5, 0.5, 1.1], [0.1, -0.9, 0.5], [-1.2, 0.4, -0.8], [1.0, -0.2, 1.2], [-0.5, 0.2, -0.2], [1.0, 0.1, 0.0], [-0.5, 0.1, -0.1], [-0.4, -0.3, -0.4], [0.2, 0.1, 0.4], [0.3, 0.1, -0.2], [-0.8, -0.2, -0.5], [-0.5, -0.8, 1.0], [0.1, 0.3, 0.0], [-0.1, -0.1, -0.3], [-0.4, -0.6, -0.6], [0.0, 0.6, -0.8], [0.4, 0.1, 0.0], [0.3, 0.1, 0.2], [-0.1, 0.4, -0.1], [0.5, 0.1, 0.0], [-0.2, -0.3, 0.3], [0.2, 0.2, -0.2], [0.1, -0.1, -0.2], [0.1, 0.1, 0.6], [0.2, 0.5, 0.3], [0.1, -0.1, 0.3], [0.1, -0.1, 0.0], [0.2, -0.7, -0.4], [0.1, 0.4, 0.1], [-0.2, -1.4, -0.4], [0.0, 0.4, -0.1], [-0.2, -0.1, 0.0], [-0.1, -0.7, 0.4], [-0.2, 0.3, 0.1], [0.1, 0.4, -0.1], [0.2, -0.1, 0.0], [0.2, 0.1, 0.1], [0.0, 0.6, 0.3], [-0.1, 0.4, 0.0], [0.1, 0.0, -0.1], [0.0, 0.0, 0.0], [0.1, -0.1, 0.0], [-0.1, 0.1, -0.2], [0.2, 0.5, 0.0], [-0.1, 0.2, -0.2], [0.2, -0.6, 0.4], [0.0, 0.2, -0.1], [-0.5, -0.1, 0.7], [0.2, 0.7, -0.3], [-0.3, 0.8, 0.4], [0.0, -0.2, -0.1], [0.1, 0.0, -0.2], [-0.3, 0.1, 0.1], [-0.1, 0.0, -0.3], [0.3, -0.1, -0.1], [0.1, -0.2, 0.1], [-0.2, -0.3, -0.3], [0.1, 0.1, 0.2], [0.4, -0.2, 0.2], [0.1, -0.1, -0.2], [0.1, 0.0, -0.1], [-0.4, 0.0, 0.0], [-0.1, -1.1, -0.8], [0.4, 0.1, 0.8], [0.3, -0.3, -0.3], [-0.5, -0.2, -0.2], [-0.7, 0.4, -0.4], [0.0, -0.4, -0.1], [-0.2, 0.2, -0.1], [0.1, 0.5, 0.2], [0.0, 0.2, 0.2], [-0.1, 0.0, 0.0], [-0.1, 0.4, -0.1], [0.0, 0.1, 0.0], [0.2, -0.1, 0.2], [0.1, 0.4, 0.1], [0.4, 0.2, 0.1], [0.4, -0.2, 0.4], [0.5, 0.5, 0.7], [0.0, -1.2, 0.0], [0.1, -0.5, 0.4], [0.5, 0.2, -0.1], [0.1, 0.3, 0.0], [0.1, 0.9, -0.8], [-0.4, -0.1, -0.1], [0.1, -0.1, -0.1], [-0.1, 0.0, -0.1], [-0.3, 0.6, 0.1], [-0.2, -0.1, -0.1], [-0.1, 0.2, -0.4], [-0.1, -0.3, 0.1], [0.0, 0.1, 0.0], [-0.1, 0.0, -0.1], [0.0, -0.2, 0.0], [0.0, 0.0, 0.1], [-0.8, 0.6, -0.6], [0.2, -0.1, 0.0], [0.3, -0.2, 0.2], [0.5, 0.9, -1.7], [-0.1, 0.0, 0.5], [0.1, -0.7, 0.1], [0.4, 0.4, 0.2], [0.0, 0.0, -0.1], [-0.2, -0.2, -0.1], [-0.1, 0.7, 0.0], [-0.3, -0.4, 0.2], [0.2, -0.2, 0.2], [0.4, 0.2, -0.1], [-0.3, -0.2, 0.2], [-0.1, 0.0, 0.1], [1.3, -2.2, -0.3], [-0.2, 0.1, 0.0], [-0.1, 0.1, 0.1]], "mulliken_charge": [1.032, 1.080, -0.978, 0.540, 0.420, -0.523, 0.482, -0.074, 0.149, -0.443, -1.573, 1.870, -0.664, -0.398, -0.937, -0.634, 0.334, 0.449, 0.384, -1.098, 0.631, -0.033, 0.659, 0.124, 0.432, 0.263, 0.302, -1.609, 1.748, -1.097, -0.391, -0.703, 0.108, 0.374, 0.352, 0.407, -1.072, 0.420, 0.689, 0.224, 0.318, 0.255, 0.130, -0.210, -1.629, 0.363, -0.647, -0.365, -0.770, -0.359, 0.431, 0.426, 0.373, 0.250, 0.192, 0.600, 0.364, 0.242, 0.285, 0.234, -0.079, -1.056, 0.317, -0.865, -0.310, -0.746, -0.590, -0.062, 0.414, 0.331, 0.360, 0.351, 0.438, 0.300, 0.257, 0.298, 0.221, 0.319, -1.552, 1.260, -0.854, -0.394, -0.738, -0.570, 0.348, 0.404, 0.282, -0.379, 0.404, 0.382, 0.297, 0.298, 0.290, 0.278, 0.313, -0.452, 0.324, 0.352, -0.654, 0.282, 0.708, -0.688, 0.286, 0.141, -0.590, 0.452, 0.302, -0.684, 0.216, 0.268, -0.503, 0.260, 0.284]}